{
  "formula": "C2H6O3S",
  "method": "wB97M-V/def2-TZVPD",
  "species": ["S", "O", "O", "O", "C", "C", "H", "H", "H", "H", "H", "H"],
  "coordinates": [[0.0885, -1.8585, -0.2096], [-2.9341, 0.3510, -0.4875], [0.1603, 0.4285, 1.0279], [-1.3669, -1.8291, 0.4835], [2.2995, -0.0976, -0.1472], [0.7592, -0.3264, 0.3223], [-1.9338, -1.1338, 0.0500], [-2.6610, 1.2743, -0.6011], [2.2736, 0.6483, -0.9418], [2.6181, -1.0505, -0.4134], [-3.3924, 0.3203, 0.3629], [2.7721, 0.1370, 0.8167]],
  "forces_ev_per_angstrom": [[0.326, 0.062, -0.384], [-0.116, 0.072, 0.117], [-0.320, 0.551, 0.112], [-0.962, 0.417, -0.131], [-3.336, 0.517, 1.905], [2.060, 0.036, -0.395], [0.651, -0.454, 0.224], [0.038, -0.395, 0.126], [0.501, -0.059, 0.300], [0.983, -1.513, -1.078], [0.016, 0.200, -0.135], [0.159, 0.567, -0.660]],
  "largest_force_ev_per_a": 3.88,
  "energy_ev": -19148.3276,
  "relative_energy_kj_mol": 65.2,
  "gap_ev": 9.775,
  "smiles": "CC(=O)SO.O"
}

{
  "formula": "C2H10N3O",
  "method": "wB97M-V/def2-TZVPD",
  "species": ["O", "N", "N", "N", "C", "C", "H", "H", "H", "H", "H", "H", "H", "H", "H", "H"],
  "coordinates": [[0.2804, -1.6023, -1.5016], [-0.4767, -0.1297, 0.9499], [0.6000, 1.3652, -0.6316], [1.8347, -0.0744, 0.7937], [0.6536, 0.3735, 0.3314], [-1.8203, 0.4719, 0.6284], [2.7702, 0.0412, 0.3817], [-1.9636, 0.9337, -0.4267], [1.4211, 1.8886, -0.8962], [-2.1427, 1.1979, 1.3524], [0.4007, -1.5629, -2.4265], [0.1282, -2.5189, -1.2820], [1.8028, -0.5529, 1.7269], [-0.2594, 1.6871, -1.0261], [-0.5688, -1.1392, 1.3006], [-2.6603, -0.3788, 0.7257]],
  "forces_ev_per_angstrom": [[-0.218, 0.151, 1.297], [-2.371, 0.088, 0.405], [0.360, 0.195, -0.742], [2.291, -1.415, 2.247], [-1.235, 0.417, 0.049], [-1.086, -2.324, -0.853], [-1.332, -0.135, 0.098], [0.474, -0.978, 1.631], [-0.224, -0.253, 0.356], [0.249, 0.646, 0.340], [0.221, -0.006, -1.590], [-0.039, -0.342, 0.030], [0.294, 1.018, -1.547], [-0.039, -0.124, 0.095], [0.629, 1.341, -1.395], [2.025, 1.721, -0.423]],
  "largest_force_ev_per_a": 3.51,
  "multiplicity": 2,
  "energy_ev": -8750.7159,
  "relative_energy_kj_mol": 108.5,
  "gap_ev": [3.863, 9.471],
  "s_squared": 0.75
}